DFT (ωB97M-V/def2-TZVPD) results for an isolated molecule of CH7N2O2P.

Geometry (Å):
C1 1.720686 -0.830678 -0.170867
P1 0.360683 0.322853 -0.582244
N1 0.961570 1.697224 0.186621
O1 -0.834484 -0.388561 0.442020
N2 -2.031135 -0.815803 -0.177803
O2 -3.118277 0.051192 0.078175
H1 1.937392 -0.762913 0.964702
H2 1.586180 -1.882979 -0.428536
H3 2.592944 -0.385156 -0.632303
H4 1.783476 1.638003 0.825547
H5 0.698103 2.611359 -0.027319
H6 -2.346551 -1.654950 0.332913
H7 -3.310591 0.400408 -0.810901

Forces on the atoms, in the same order (eV/Å):
0.387 0.780 2.384
-1.169 -0.278 -0.666
1.705 -2.289 1.411
-0.013 0.280 0.737
-0.117 -0.758 -0.840
0.327 0.509 -0.325
-0.448 -0.254 -1.567
-0.169 0.360 -0.186
0.334 -0.267 -0.373
-1.254 0.085 -0.638
-0.597 1.244 -0.539
0.881 0.628 0.054
0.134 -0.041 0.548

HOMO level: -8.63 eV
E_LUMO: 1.12 eV

Atomic partial charges in e from the Löwdin method, atoms 1 to 6: -0.299 0.781 -0.201 -0.414 -0.178 -0.079

=====

DFT (ωB97M-V/def2-TZVPD) results for a 16-piece molecular cluster, C4H40NO15S overall.

Geometry (Å):
C1 -0.341834 -0.122072 -0.472039
N1 0.396562 1.158247 -0.467138
C2 -0.329262 2.244699 0.276241
C3 -0.142360 3.469115 -0.752964
S1 -1.195833 4.872509 -0.383119
C4 0.416644 2.518482 1.627668
H1 -1.189625 -0.027764 -1.182812
H2 0.165272 -1.037398 -0.699727
H3 -0.735852 -0.362770 0.521424
H4 1.464732 0.998940 -0.051953
H5 -1.351386 1.977107 0.455628
H6 0.920644 3.673796 -0.619187
H7 -0.299572 3.247956 -1.812659
H8 -0.311667 3.220355 2.170613
H9 1.319856 3.220652 1.425471
H10 0.543110 1.603895 2.133512
H11 -0.762369 -3.321083 -1.452082
H12 -1.283933 -4.189794 -2.668747
O1 -1.299322 -3.346914 -2.342223
H13 -1.892490 -2.656550 1.825501
H14 -2.173400 -0.768516 1.934445
O2 -1.448595 -1.898123 1.376802
H15 -1.516309 1.731218 -3.628020
H16 -1.380149 1.482144 -2.089507
O3 -1.990440 1.835906 -2.812793
H17 0.873674 -3.249222 0.171693
H18 -0.611110 -2.577113 0.591076
O4 -0.090498 -3.472110 0.033442
H19 -2.555536 -2.600355 -1.173328
H20 -2.531677 -1.994597 0.251313
O5 -2.966160 -1.966686 -0.726325
H21 2.875022 -1.112396 2.689730
H22 1.610263 -1.033069 1.835100
O6 2.652225 -1.038902 1.817156
H23 -2.027687 0.735891 3.270568
H24 -1.280172 2.034061 3.703036
O7 -1.410474 1.134539 3.970889
H25 2.341339 2.146751 -1.623166
H26 3.888042 2.356462 -1.536396
O8 3.056096 2.812976 -1.616469
H27 -3.094994 0.360250 1.308145
H28 -2.312869 4.149403 -0.530039
O9 -2.759047 0.081025 2.169794
H29 4.166529 1.433425 1.169669
H30 3.343429 0.180986 0.826339
O10 3.728670 0.980148 0.454931
H31 -3.336085 0.773138 -1.785173
H32 -3.255425 -0.256381 -0.730304
O11 -3.445645 0.563722 -0.859000
H33 -0.500547 -1.207338 2.584248
H34 -0.381823 -0.243248 3.701189
O12 0.166861 -0.995074 3.243276
H35 2.418317 -1.908771 -2.524270
H36 2.846848 -0.714319 -1.705233
O13 3.251297 -1.531947 -2.200447
H37 2.883466 -2.119332 0.424762
H38 3.250106 -2.815256 -0.922899
O14 2.810157 -2.959774 -0.020974
H39 0.164861 -2.595789 -2.787503
H40 -0.018495 -1.141925 -2.761825
O15 0.668614 -1.733213 -3.025339

Forces on the atoms, in the same order (eV/Å):
-0.927 0.964 0.679
3.206 -1.338 0.953
3.061 0.536 -1.528
-0.045 -1.045 1.245
-0.035 0.418 0.321
-1.643 3.995 -1.637
0.406 -0.376 0.640
1.104 -0.020 -0.595
-0.157 0.683 -0.521
-3.749 0.749 -1.038
-0.610 -0.262 -0.121
-0.135 0.677 -0.206
0.000 -0.497 0.499
1.082 -1.037 -0.186
-1.064 -1.800 0.453
0.574 -0.861 0.831
-0.479 -0.763 -0.397
0.084 -3.470 -1.043
0.684 3.315 2.007
0.720 0.601 -0.163
-1.119 1.290 0.011
-1.178 -1.692 1.040
0.464 -0.125 -0.561
-0.987 0.779 -1.507
0.609 -0.555 1.763
-0.924 -0.657 -0.577
0.692 -2.249 -0.734
0.277 2.410 0.753
2.630 -4.182 -3.273
-0.764 0.201 -2.698
-2.277 3.825 5.597
0.839 -0.369 3.628
2.452 0.103 0.548
-3.733 0.426 -3.551
0.237 0.727 0.371
0.225 0.602 -0.206
-0.375 -0.810 0.487
0.606 0.267 0.105
0.128 -0.553 0.220
-0.925 0.445 -0.452
-0.066 0.295 0.066
-0.144 0.119 -0.023
0.201 -1.396 -0.638
0.045 0.137 0.345
0.018 -0.348 0.668
0.144 0.328 -1.019
0.062 0.035 -0.265
1.738 -8.587 0.700
-2.292 9.007 -0.404
-0.023 -0.962 -0.660
1.768 -1.055 -0.585
-0.826 2.022 1.413
-0.286 0.142 -0.363
1.399 -2.187 -1.354
-0.799 2.485 1.173
0.274 0.283 0.417
-0.944 0.071 1.778
0.660 -0.974 -1.756
0.910 1.528 -0.852
-0.527 1.088 0.191
-0.267 -2.382 0.009

total charge: -1
HOMO level: -6.28 eV
E_LUMO: 2.56 eV

Atomic partial charges in e from the Löwdin method, atoms 1 to 6: -0.124 -0.098 -0.404 -0.563 0.693 -0.053

=====

DFT (ωB97M-V/def2-TZVPD) results for C5H10InOP as an isolated structure.

Geometry (Å):
C1 -0.727575 -0.026920 -1.859992
C2 -0.844559 -1.406040 -1.550113
C3 -1.359086 -1.576382 -0.201100
C4 -1.778624 -0.260888 0.307183
C5 -1.164302 0.829136 -0.635896
In1 0.469750 -0.774897 0.013687
P1 1.698484 1.924358 0.149377
H1 -0.352837 0.240851 -2.887044
H2 -0.754674 -2.319310 -2.191148
H3 -1.783458 -2.466347 0.203033
H4 -1.196444 2.089588 -0.475096
H5 -2.512120 -0.160204 1.259531
H6 0.500387 2.798092 0.552060
H7 2.163024 2.339766 -1.127789
H8 2.737198 2.059756 1.128924
O1 1.538166 -1.480857 2.281595
H9 2.300600 -0.911730 2.177071
H10 1.066070 -0.897972 2.855719

Forces on the atoms, in the same order (eV/Å):
-1.159 0.987 0.493
-3.237 -0.955 -1.087
-5.857 1.373 -1.663
-0.328 1.266 -0.786
-2.214 -1.447 -0.491
8.900 0.503 2.830
-1.316 0.373 0.703
-0.294 0.337 1.602
0.444 1.399 0.475
0.190 -0.532 0.137
0.000 -4.311 -0.723
2.415 0.101 -2.306
2.252 -0.347 -0.480
0.158 0.769 0.586
-0.237 0.900 -0.592
0.684 -0.563 0.956
0.879 -0.197 -0.719
-1.279 0.342 1.065

HOMO level: -5.37 eV
E_LUMO: 0.33 eV

Atomic partial charges in e from the Löwdin method, atoms 1 to 6: -0.204 -0.319 -0.377 -0.162 -0.201 0.568

=====

DFT (ωB97M-V/def2-TZVPD) results for an isolated molecule of C4H5NO.

Geometry (Å):
N1 0.434412 -0.966003 2.693402
C1 0.144067 -0.070549 2.021956
C2 -0.084669 0.755797 0.836651
C3 0.295662 -0.256936 -0.286190
C4 -0.363468 -0.315036 -1.592637
O1 0.962066 0.179030 -1.445521
H1 0.547635 1.653022 0.868049
H2 -1.126197 1.101776 0.800493
H3 0.695613 -1.166437 0.167052
H4 -0.471312 -1.251907 -2.142569
H5 -1.102993 0.447650 -1.828084

Forces on the atoms, in the same order (eV/Å):
-0.395 1.019 -0.072
0.283 -0.842 0.633
0.040 -0.156 -0.125
-0.149 -0.018 0.218
-0.269 0.029 -0.078
0.130 0.335 -0.018
0.020 -0.347 -0.200
0.237 -0.216 -0.120
-0.047 0.102 -0.487
0.112 0.166 0.243
0.040 -0.070 0.007

HOMO level: -10.93 eV
E_LUMO: 0.84 eV

Atomic partial charges in e from the Löwdin method, atoms 1 to 6: 0.149 -0.239 -0.093 -0.301 -0.101 -0.025

=====

DFT (ωB97M-V/def2-TZVPD) results for C21H27MnN6OS as an isolated structure.

Geometry (Å):
Mn1 -0.026201 -1.406271 0.143482
S1 4.181380 -0.965741 1.468964
C1 4.291350 -1.198314 -0.248495
C2 5.420945 -1.192750 -1.062734
C3 5.244646 -1.398020 -2.416722
C4 3.968668 -1.611748 -2.954203
C5 2.850229 -1.620528 -2.145345
C6 3.018359 -1.408005 -0.778442
N1 2.003887 -1.364708 0.172846
C7 2.469613 -1.143568 1.376015
C8 1.521115 -1.037586 2.482091
C9 1.901199 -0.809621 3.802543
C10 0.919352 -0.701285 4.772123
C11 -0.417994 -0.822568 4.405560
C12 -0.775335 -1.053421 3.080972
C13 0.183749 -1.172292 2.073806
H1 6.408908 -1.036483 -0.649823
H2 6.105774 -1.399577 -3.071793
H3 3.862036 -1.781090 -4.017570
H4 1.864777 -1.809367 -2.554441
H5 2.946145 -0.720946 4.080871
H6 1.190487 -0.526537 5.804214
H7 -1.186322 -0.740398 5.165228
H8 -1.831749 -1.150402 2.841270
C14 -5.665900 -1.200888 0.110509
N2 -4.264642 -1.483197 -0.140913
C15 -3.650583 -2.809874 -0.016213
C16 -2.212587 -2.447612 -0.279894
O1 -1.220148 -3.185811 -0.250546
N3 -2.069709 -1.120654 -0.483803
C17 -3.298240 -0.586377 -0.370456
N4 -3.462021 0.718284 -0.526771
H9 -6.265564 -2.033713 -0.249330
H10 -5.976401 -0.316216 -0.443217
H11 -5.861971 -1.052979 1.173091
H12 -4.032686 -3.509325 -0.760683
H13 -3.773552 -3.240450 0.978088
H14 -2.636171 1.237297 -0.814061
H15 -4.350069 1.176354 -0.434100
C18 -0.360191 3.153826 -2.673344
C19 0.038043 2.784869 -1.249618
C20 -0.713796 3.656467 -0.250302
C21 1.548329 2.955813 -1.074623
N5 -0.403194 1.372242 -1.073845
N6 0.139466 0.705840 0.071013
H16 -0.215893 4.220490 -2.844391
H17 -1.410962 2.918265 -2.855379
H18 0.246311 2.614276 -3.405398
H19 -0.394702 4.695927 -0.333623
H20 -0.528256 3.347541 0.781983
H21 -1.789863 3.625091 -0.439216
H22 1.845096 3.962252 -1.371447
H23 2.100744 2.250136 -1.702747
H24 1.869514 2.828992 -0.038232
H25 -0.107723 0.845653 -1.889333
H26 -0.359907 1.053828 0.882453
H27 1.122201 0.934861 0.203929

Forces on the atoms, in the same order (eV/Å):
-0.540 0.993 -0.824
0.034 0.012 0.058
0.131 0.013 -0.070
-0.005 -0.011 0.026
-0.036 -0.008 -0.039
0.025 0.003 0.022
0.022 -0.015 -0.044
-0.186 0.013 0.083
0.276 -0.406 -0.175
-0.027 0.002 0.202
0.257 -0.013 -0.033
-0.049 -0.004 0.079
0.010 -0.002 -0.032
-0.001 -0.003 0.014
0.024 0.043 0.071
-0.207 -0.023 0.227
-0.027 0.006 0.003
-0.018 -0.001 0.016
0.003 0.002 0.017
-0.002 0.008 0.014
-0.006 -0.001 -0.033
-0.011 -0.004 0.003
0.007 -0.005 -0.003
-0.001 0.014 0.003
0.039 -0.038 -0.068
0.074 -0.076 0.094
-0.199 0.329 -0.156
0.641 -0.644 0.132
-0.252 -0.083 0.122
-0.002 -0.472 0.106
0.006 0.245 -0.123
-0.100 0.004 0.065
-0.001 -0.015 0.006
0.004 -0.003 -0.001
0.004 0.004 0.006
-0.029 0.001 -0.001
0.023 0.021 0.030
0.142 0.014 0.062
-0.022 -0.028 -0.014
-0.016 0.011 -0.048
0.031 -0.018 0.008
-0.045 0.021 0.066
0.061 -0.022 -0.043
-0.048 0.217 -0.037
-0.062 0.017 0.068
0.007 -0.021 0.004
0.008 0.023 0.008
-0.017 -0.005 0.018
0.016 -0.024 -0.018
-0.010 -0.004 -0.036
0.032 -0.025 0.025
-0.020 -0.015 0.004
-0.016 0.008 0.016
-0.010 0.018 -0.005
0.020 -0.099 0.010
0.032 -0.056 0.100
0.037 0.098 0.012

total charge: +1
HOMO level (alpha / beta): -10.44 / -10.07 eV
expectation value of S²: 0.88
multiplicity: 2
E_LUMO (alpha / beta): -2.31 / -2.39 eV

Atomic partial charges in e from the Löwdin method, atoms 1 to 6: 0.665 1.156 -0.452 -0.074 -0.072 -0.071

=====

Result set for relative energy (zero: lowest compared OMol25 entry of this formula, charge and spin): 392.6, 0.0, 217.8, 187.4, 0.0 kJ/mol, one per record in the order listed.
Result set for largest force on an atom: 3.184, 9.303, 9.352, 1.095, 1.399 eV/A, one per record in the order listed.